This record from OMol25 describes a structure of composition C20H52F6O16Y. The level of theory is ωB97M-V/def2-TZVPD.

Output
**E**: -71681.6408 eV
**Molar mass**: 751.5 g mol⁻¹
**Orbital gap**: 2.5 eV
**Charge**: -3
**2S+1**: 1

```
95
Properties=species:S:1:pos:R:3:lowdin_charge:R:1
Y -2.220 -1.677 -1.090 1.723
O -5.236 -0.496 3.802 -0.332
C -4.375 -0.303 2.805 -0.536
C -4.335 1.092 2.108 -0.533
O -5.439 1.537 1.518 -0.322
H -4.729 -1.048 2.004 0.072
H -3.316 -0.700 3.000 0.053
H -3.477 1.132 1.394 0.062
H -4.060 1.784 2.960 0.081
O -1.691 -1.455 -3.381 -0.377
C -0.611 -2.275 -3.688 -0.407
C 0.400 -2.628 -2.554 -0.349
O -0.111 -2.636 -1.225 -0.412
H -0.081 -1.780 -4.520 0.100
H -0.921 -3.254 -4.130 0.076
H 1.161 -1.827 -2.596 0.088
H 0.942 -3.551 -2.824 0.088
C -0.837 1.136 -0.515 -0.440
O -0.416 -0.021 0.258 -0.166
O -1.901 0.710 -1.135 -0.186
C -0.994 2.343 0.444 -0.542
F -1.169 1.975 1.725 0.123
F 0.070 3.189 0.416 0.106
F -2.061 3.067 0.118 0.149
C 0.931 -0.137 0.619 -0.265
C 1.032 -1.145 1.752 -0.071
H 2.020 -1.188 2.210 0.075
H 0.215 -1.005 2.470 0.068
H 0.751 -2.143 1.379 0.054
H 1.411 0.784 0.981 0.116
H 1.512 -0.473 -0.250 0.100
H 0.023 1.335 -1.179 0.137
C 0.697 1.917 -4.942 -0.571
O 1.376 0.821 -5.719 -0.108
O -0.533 1.682 -4.825 -0.099
C 1.511 2.098 -3.637 -0.536
F 1.633 0.976 -2.901 0.119
F 2.775 2.571 -3.862 0.074
F 0.927 3.004 -2.827 0.115
C 2.549 1.145 -6.389 -0.354
C 2.349 0.907 -7.886 -0.106
H 2.316 -0.161 -8.121 0.057
H 1.417 1.352 -8.235 0.068
H 3.198 1.288 -8.474 0.052
H 3.368 0.482 -6.055 0.105
H 2.984 2.142 -6.252 0.096
H 0.869 2.869 -5.532 0.131
C -0.707 1.019 4.915 -0.162
O -1.210 -0.305 4.802 -0.125
H -1.506 1.667 4.560 0.064
H -0.433 1.277 5.946 0.063
H 0.172 1.144 4.272 0.071
H -0.480 -0.932 4.806 0.030
C -2.105 -3.351 1.911 -0.102
O -2.337 -2.113 1.225 -0.288
H -1.264 -3.883 1.457 0.059
H -1.833 -3.126 2.941 0.084
H -2.970 -4.008 1.822 0.078
H -2.474 -1.406 1.901 0.050
C 4.330 -2.968 -1.469 -0.142
O 3.461 -2.086 -0.778 -0.142
H 4.541 -3.809 -0.795 0.054
H 3.800 -3.421 -2.312 0.084
H 5.245 -2.486 -1.796 0.079
H 2.559 -2.414 -0.899 0.055
C 1.185 -3.398 4.580 -0.141
O 0.093 -3.159 5.476 -0.120
H 2.055 -3.255 5.229 0.075
H 1.251 -4.416 4.186 0.076
H 1.242 -2.726 3.725 0.042
H -0.489 -3.922 5.481 0.074
C 2.322 -5.067 0.958 -0.185
O 0.974 -5.087 0.588 -0.122
H 2.564 -4.284 1.697 0.073
H 2.615 -6.014 1.411 0.072
H 2.979 -4.829 0.114 0.050
H 0.723 -4.225 0.222 0.033
C 4.285 1.656 -0.546 -0.159
O 4.523 0.459 -1.275 -0.139
H 4.884 1.697 0.371 0.064
H 4.532 2.510 -1.180 0.071
H 3.220 1.741 -0.320 0.067
H 3.788 -0.150 -1.115 0.030
C -4.609 4.957 0.191 -0.160
O -5.074 4.636 -1.121 -0.123
H -3.952 5.831 0.080 0.068
H -5.431 5.221 0.867 0.072
H -4.110 4.113 0.650 0.060
H -5.610 5.363 -1.442 0.048
C -1.598 4.816 3.331 -0.154
O -2.655 5.669 3.726 -0.121
H -1.753 4.504 2.306 0.064
H -0.609 5.299 3.415 0.073
H -1.491 3.961 4.005 0.065
H -2.566 5.866 4.661 0.059
```